Entry 1:
# C28H40BCl3GeN7S3Y

A molecular structure, C28H40BCl3GeN7S3Y (wB97M-V/def2-TZVPD, the Open Molecules 2025 dataset).

Geometry as XYZ:
```
84
Properties=species:S:1:pos:R:3
Y 0.5436 0.2241 1.0129
C -3.9787 -2.1725 1.6741
C -3.1886 -2.4102 0.4254
C -3.1515 -3.6341 -0.2076
C -2.4061 -3.8139 -1.3846
N -1.7216 -2.8035 -1.8951
N -1.7262 -1.6323 -1.2848
B -0.8566 -0.6158 -2.1181
N 0.4283 -1.2723 -2.7071
N 0.4204 -1.2315 -4.0470
C 1.4529 -1.6855 -4.7202
C 2.5690 -2.2098 -4.0340
C 2.5869 -2.2698 -2.6677
C 3.7402 -2.8390 -1.9085
C 1.4445 -1.7663 -1.9903
S 1.3406 -1.9018 -0.2621
C 1.3526 -1.6249 -6.2365
C 2.6974 -1.9233 -6.9001
C 0.3273 -2.6815 -6.6759
C 0.8820 -0.2233 -6.6492
N -1.8015 -0.3053 -3.3698
N -1.7978 0.8032 -3.8752
C -2.7037 1.2775 -4.9556
C -2.3061 2.5235 -5.2092
C -1.1954 2.9558 -4.3080
C -0.5734 4.3044 -4.3181
C -0.9122 1.9210 -3.5088
S -2.1288 1.5480 -0.8855
C -3.8214 0.4214 -5.4781
C -4.5641 1.2421 -6.5381
C -3.2800 -0.8638 -6.1185
C -4.7915 0.0812 -4.3334
C -2.4341 -1.3919 -0.1796
S -2.3921 0.1976 0.6415
C -2.3039 -5.1223 -2.1454
C -0.8347 -5.5738 -2.0918
C -2.7212 -4.8734 -3.6027
C -3.1968 -6.1986 -1.5289
H -4.5563 -3.0565 1.9320
H -4.6679 -1.3354 1.5505
H -3.3192 -1.9443 2.5146
H -3.7169 -4.4608 0.2003
H 3.4204 -2.5684 -4.5952
H 4.5503 -3.1038 -2.5834
H 3.4324 -3.7342 -1.3647
H 4.1125 -2.1284 -1.1701
H 3.0464 -2.9350 -6.6875
H 3.4708 -1.2099 -6.6069
H 2.5819 -1.8495 -7.9807
H 0.6527 -3.6856 -6.3964
H 0.2232 -2.6561 -7.7606
H -0.6491 -2.4962 -6.2299
H 1.6140 0.5384 -6.3712
H -0.0787 0.0221 -6.1930
H 0.7595 -0.1864 -7.7316
H -2.7464 3.1762 -5.9466
H -0.9289 4.9004 -5.1540
H 0.5135 4.2344 -4.3768
H -0.8142 4.8329 -3.3927
H -3.9162 1.4964 -7.3783
H -4.9838 2.1585 -6.1208
H -5.3907 0.6489 -6.9274
H -2.5875 -0.6381 -6.9307
H -4.1142 -1.4264 -6.5379
H -2.7805 -1.4982 -5.3871
H -5.1824 0.9857 -3.8645
H -4.3206 -0.5438 -3.5729
H -5.6364 -0.4733 -4.7412
H -0.1795 -4.8288 -2.5477
H -0.7266 -6.5069 -2.6440
H -0.5075 -5.7509 -1.0654
H -2.0778 -4.1327 -4.0794
H -3.7568 -4.5336 -3.6671
H -2.6415 -5.8063 -4.1600
H -2.9015 -6.4452 -0.5070
H -3.1070 -7.1118 -2.1152
H -4.2507 -5.9127 -1.5378
Cl -0.2953 -1.4532 2.6808
Ge 2.1696 -1.1630 3.7572
Cl 1.5263 -0.8169 5.7324
Cl 1.8605 1.2913 2.8870
N -0.0257 1.6422 -2.4680
C -0.5806 0.8445 -1.4433
H 0.9204 1.4062 -2.7457
```

ΔE to the lowest compared entry with this formula, charge and spin: 2.132 eV
charge: +3
highest occupied orbital energy (alpha / beta): -16.76 / -17.02 eV
2S+1: 2

=====

Entry 2:
# C8H12N4

A single C8H12N4 molecule (wB97M-V/def2-TZVPD, the Open Molecules 2025 dataset).

Geometry as XYZ:
```
24
Properties=species:S:1:pos:R:3
C -1.0914 -2.7235 0.2479
C -0.2620 -1.5009 -0.0095
C -0.8184 -0.2632 -0.2612
C -2.2920 -0.0654 -0.4263
N -0.0267 0.7946 -0.4873
C 1.6051 0.7247 0.1064
C 2.3785 1.7054 -0.7361
N 1.5127 1.0933 1.4695
C 1.9273 -0.7374 -0.1064
C 3.2961 -1.0397 -0.1976
N 4.4308 -1.2309 -0.2454
N 1.0669 -1.6997 -0.0459
H -1.6849 -2.6063 1.1535
H -0.4241 -3.5704 0.3747
H -1.7648 -2.9331 -0.5824
H -2.7760 -0.9898 -0.7259
H -2.4942 0.7010 -1.1710
H -2.7251 0.2583 0.5193
H -0.4037 1.7233 -0.5589
H 2.2049 1.5251 -1.7946
H 3.4414 1.5799 -0.5330
H 2.0919 2.7264 -0.4962
H 1.3636 0.3088 2.0926
H 2.2704 1.6791 1.7883
```

SMILES: CC1=C(C)N[C@@](C)(N)C(C#N)=N1
ΔE to the lowest compared entry with this formula, charge and spin: 1.727 eV
charge: 0
highest occupied orbital energy: -7.56 eV
2S+1: 1

=====

Entry 3:
# C6H6O

A molecular structure, C6H6O (wB97M-V/def2-TZVPD, the Open Molecules 2025 dataset).

Geometry as XYZ:
```
13
Properties=species:S:1:pos:R:3
C 1.2029 -1.0926 -0.0713
C 1.2534 0.3686 0.0481
C -0.0067 1.1681 0.1313
C -0.9200 -0.0497 0.2185
C -0.1145 -1.4070 0.0322
C 3.1368 -0.5959 0.1858
O 2.4684 0.6926 0.0411
H -0.1210 1.9034 0.8457
H -0.0955 1.6518 -0.8181
H -1.2632 -0.2068 1.2596
H -1.7992 0.1516 -0.3818
H -0.4775 -2.3726 0.1146
H 3.6129 -0.8315 -0.8779
```

ΔE to the lowest compared entry with this formula, charge and spin: 6.909 eV
charge: 0
highest occupied orbital energy: -7.91 eV
2S+1: 1

=====

Entry 4:
# C2H5FIP

A molecular structure, C2H5FIP (wB97M-V/def2-TZVPD, the Open Molecules 2025 dataset).

Geometry as XYZ:
```
10
Properties=species:S:1:pos:R:3
C 0.7130 -0.4009 -1.1309
C -1.1658 -0.8586 1.5401
F -0.5556 1.7942 -1.2093
P 0.6847 1.1071 -0.4109
I -0.7623 0.9467 2.4276
H 1.5272 -1.0629 -1.1177
H 0.1665 -0.4639 -2.0947
H -2.1286 -1.2052 1.4525
H -0.3585 -1.6932 1.7379
H 1.8792 1.8366 -1.1947
```

ΔE to the lowest compared entry with this formula, charge and spin: 5.134 eV
charge: 0
highest occupied orbital energy (alpha / beta): -8.29 / -8.12 eV
2S+1: 1

=====

Entry 5:
# C6H13NO

3 unconnected molecules or ions with the total composition C6H13NO (wB97M-V/def2-TZVPD, the Open Molecules 2025 dataset).

Geometry as XYZ:
```
21
Properties=species:S:1:pos:R:3
C -1.3794 0.2792 -0.2740
C -1.0391 -0.6760 -1.3838
C -0.1038 2.1282 -0.6081
N -1.3199 -0.2302 0.9946
O -2.4104 1.1086 -0.4818
H -2.0510 2.0658 -0.5059
H -0.6037 -0.9157 1.1962
H -1.5561 0.4020 1.7446
H -1.8274 -1.4336 -1.4509
H -0.9999 -0.1477 -2.3317
H -0.0949 -1.1822 -1.1924
H -0.5447 2.0146 -1.5840
H 0.9093 2.4930 -0.7219
H -0.4724 2.2928 0.3904
C 2.3463 -0.3598 0.6234
C 1.7120 -1.6056 1.0157
C 1.1594 -2.6198 1.3504
H 2.8436 0.1028 1.4787
H 3.0906 -0.5408 -0.1548
H 1.6153 0.3593 0.2314
H 0.7262 -3.5349 1.6639
```

ΔE to the lowest compared entry with this formula, charge and spin: 5.552 eV
charge: 0
highest occupied orbital energy: -7.23 eV
2S+1: 1

=====

Entry 6:
# C8H7F2N

A single C8H7F2N molecule (wB97M-V/def2-TZVPD, the Open Molecules 2025 dataset).

Geometry as XYZ:
```
18
Properties=species:S:1:pos:R:3
C -1.9104 -1.2841 -0.0568
C -2.4954 -0.1229 -0.4616
C -0.5379 -1.4090 0.0703
C -1.7418 1.0350 -0.4218
C 0.3107 -0.2952 -0.0935
C -0.3094 0.9607 -0.1576
C 1.7684 -0.5456 -0.0631
C 2.6692 0.2476 0.6707
N 0.5437 2.0629 -0.0884
F 3.9503 0.0281 0.3585
F -0.1242 3.2980 -0.2139
H -2.7107 -2.0340 0.1766
H -3.5981 -0.1499 -0.3798
H -0.0615 -2.4584 0.3026
H -2.1996 2.0721 -0.3387
H 1.7331 -1.6823 0.2482
H 2.2081 -0.6202 -1.0979
H 2.5054 0.8972 1.5463
```

ΔE to the lowest compared entry with this formula, charge and spin: 5.039 eV
charge: 0
highest occupied orbital energy (alpha / beta): -8.67 / -7.55 eV
2S+1: 1

=====

Entry 7:
# C6H13F2NO2S

2 unconnected molecules or ions with the total composition C6H13F2NO2S (wB97M-V/def2-TZVPD, the Open Molecules 2025 dataset).

Geometry as XYZ:
```
25
Properties=species:S:1:pos:R:3
C -2.3575 -1.4348 -1.1747
C -1.7973 1.8762 0.9427
C 3.4948 0.4528 0.1976
C -1.4783 -1.2079 0.0849
C -0.6819 0.9433 1.0745
C 2.6488 -0.8649 0.0780
N -0.7447 0.0644 -0.0851
O 0.3331 -0.5774 -2.2772
O 1.0394 1.4573 -1.0183
F 2.3583 -1.3627 1.2532
F 3.0784 -1.8202 -0.7199
S 0.6220 0.0626 -0.9757
H -1.7947 -1.6048 -2.0141
H -2.9663 -2.2800 -1.1483
H -3.0338 -0.6443 -1.4633
H -1.7065 2.5904 1.7294
H -1.9864 2.4313 -0.0926
H -2.7699 1.3168 0.9660
H 2.7732 1.3244 0.0570
H 3.7599 0.3358 1.2593
H 4.2232 0.4196 -0.5090
H -2.0976 -1.0950 0.9348
H -0.8145 -2.1348 0.1925
H 0.2915 1.5069 0.8536
H -0.3932 0.2451 1.8544
```

ΔE to the lowest compared entry with this formula, charge and spin: 0.940 eV
charge: 0
highest occupied orbital energy (alpha / beta): -9.00 / -9.00 eV
2S+1: 1

=====

Entry 8:
# C10H8O5S5W

A molecular structure, C10H8O5S5W (wB97M-V/def2-TZVPD, the Open Molecules 2025 dataset).

Geometry as XYZ:
```
29
Properties=species:S:1:pos:R:3
W 0.8004 -0.6618 0.0765
C -2.6326 0.5846 0.0645
C -1.6070 -0.3714 -0.4571
C -1.3151 -1.5854 0.2387
C -0.5554 -2.6075 -0.4014
C 0.1703 -2.3264 -1.5442
C 0.1520 -0.9975 -2.0630
C -0.8424 -0.0855 -1.5826
H -2.7150 0.5182 1.1472
H -3.6004 0.3260 -0.3713
H -2.3937 1.6115 -0.2075
H -1.7927 -1.7871 1.1855
H -0.4074 -3.5521 0.1022
H 0.8688 -3.0540 -1.9320
H 0.7624 -0.7290 -2.9101
H -0.9391 0.8814 -2.0556
O 3.7354 -2.3588 1.7577
S 2.6257 -2.5287 0.8916
O 2.3910 -3.8064 0.2868
O 1.2889 -2.0132 1.5451
O 2.6245 -1.4148 -0.2212
O -0.2185 6.0817 1.1318
C 0.0385 4.9227 0.9978
S -0.4837 3.6596 2.1390
C 0.2465 2.3320 1.2743
C 0.8996 2.6094 0.1330
S 1.7309 1.3576 -0.7474
S 0.9586 4.2724 -0.3828
S 0.2095 0.7224 1.9044
```

ΔE to the lowest compared entry with this formula, charge and spin: 0.000 eV
charge: 0
highest occupied orbital energy (alpha / beta): -8.31 / -8.31 eV
2S+1: 1

=====

Entry 9:
# C12H32BrMnO4

A molecular structure, C12H32BrMnO4 (wB97M-V/def2-TZVPD, the Open Molecules 2025 dataset).

Geometry as XYZ:
```
50
Properties=species:S:1:pos:R:3
Mn 2.1281 -2.7354 1.4046
Br 0.3108 -0.8047 1.0497
C -4.9281 0.4743 2.3620
C -3.3776 0.4488 2.3184
C -2.7251 1.3949 3.2913
O -2.8746 -0.7951 2.6816
H -5.3169 1.4815 2.2121
H -5.2990 0.1312 3.3278
H -5.3685 -0.1890 1.6175
H -3.0616 0.6464 1.2941
H -3.1813 2.3723 3.1339
H -1.6499 1.5192 3.1630
H -3.0321 1.1448 4.3069
H -2.0814 -0.9331 2.1587
C -3.0380 -1.9378 -1.1522
C -2.2237 -0.8082 -1.9037
C -2.7676 -0.3888 -3.2694
O -2.2726 0.2996 -1.0738
H -4.1200 -1.8351 -1.2358
H -2.8212 -1.8588 -0.0869
H -2.7428 -2.9374 -1.4712
H -1.1945 -1.1175 -2.0856
H -3.8365 -0.1818 -3.2194
H -2.5917 -1.1809 -3.9973
H -2.2163 0.4658 -3.6616
H -1.7378 0.0340 -0.3221
C 2.9593 0.2289 -3.8451
C 2.0027 0.8119 -2.7553
C 0.5814 1.1396 -3.2509
O 1.8144 -0.2081 -1.8267
H 3.7360 -0.4612 -3.5154
H 3.5323 1.0618 -4.2528
H 2.3427 -0.2044 -4.6325
H 2.4483 1.6118 -2.1639
H 0.2034 0.3188 -3.8603
H 0.5278 1.9383 -3.9907
H -0.0589 1.4485 -2.4246
H 1.1478 0.0116 -1.1717
C 4.0951 -0.4196 3.5866
C 3.7303 -0.0857 2.1375
C 4.7450 0.7640 1.3310
O 3.6023 -1.2312 1.3699
H 4.8751 -1.1651 3.7413
H 3.1762 -0.7731 4.0543
H 4.2696 0.4919 4.1583
H 2.7920 0.4652 2.0729
H 5.6813 0.2418 1.1341
H 4.9328 1.6867 1.8801
H 4.3770 0.9445 0.3211
H 4.5060 -1.3263 1.0601
```

ΔE to the lowest compared entry with this formula, charge and spin: 2.034 eV
charge: +2
highest occupied orbital energy (alpha / beta): -14.66 / -14.66 eV
2S+1: 7

=====

Entry 10:
# C3H9N3O2

4 unconnected molecules or ions with the total composition C3H9N3O2 (wB97M-V/def2-TZVPD, the Open Molecules 2025 dataset).

Geometry as XYZ:
```
17
Properties=species:S:1:pos:R:3
C 0.2212 2.1666 -0.6292
C 0.9800 -0.9355 0.0877
C -2.6283 -0.2212 0.3996
H -0.5831 1.8444 -1.2515
H -0.3366 3.1364 -0.5434
H 1.1057 2.3176 -1.5283
H 0.0775 1.5705 1.4380
H 2.5981 0.5828 0.3403
H -0.3357 -2.0205 -0.7854
H -2.4799 1.4466 0.4896
H -2.5348 -1.1905 1.6297
H -3.9006 -0.7769 -0.4524
N 0.6913 1.5631 0.6764
N 1.5229 0.3831 0.3967
N -0.4324 -1.2157 0.0622
O 1.7215 -1.8721 -0.2663
O -1.4116 -0.3883 -0.5377
```

ΔE to the lowest compared entry with this formula, charge and spin: 13.596 eV
charge: 0
highest occupied orbital energy: -9.46 eV
2S+1: 1

=====

Entry 11:
# C49H51Cl12N2O3

7 unconnected molecules or ions with the total composition C49H51Cl12N2O3 (wB97M-V/def2-TZVPD, the Open Molecules 2025 dataset).

Geometry as XYZ:
```
117
Properties=species:S:1:pos:R:3
C 0.0321 -8.4538 3.2093
C -0.5015 -8.6462 1.7814
C -0.3404 -7.3891 0.9186
N 1.0345 -6.8577 1.0338
C 1.2375 -5.5198 0.5263
C 1.4141 -4.6142 1.7514
N 1.3599 -3.1323 1.4234
C 0.3381 -2.7915 0.3825
C 0.3433 -1.3094 -0.0317
C 1.2043 -0.9001 -1.2352
C 2.7433 -0.9449 -1.0423
C 3.5102 -1.6693 -2.1663
O 4.6665 -2.3557 -1.6653
C 4.5334 -3.6513 -1.3338
C 5.5203 -4.0571 -0.2741
O 3.7205 -4.3916 -1.8327
C 0.4200 -3.7744 -0.7742
O 0.2010 -5.0903 -0.3250
H 1.0984 -8.6684 3.2701
H -0.0957 -7.4117 3.5161
H -0.5084 -9.0990 3.9005
H -1.5771 -8.8238 1.8512
H -0.0174 -9.4973 1.2992
H -1.0469 -6.6457 1.2924
H -0.5682 -7.6249 -0.1227
H 1.6315 -7.4596 0.4796
H 2.1745 -5.5145 -0.0429
H 2.4086 -4.8132 2.1541
H 0.7020 -4.8378 2.5470
H 1.1142 -2.6366 2.2802
H 2.2935 -2.8162 1.1659
H -0.6242 -2.9674 0.8670
H -0.7024 -1.1050 -0.2763
H 0.5715 -0.6579 0.8200
H 0.9133 -1.4508 -2.1333
H 0.9522 0.1418 -1.4422
H 3.0879 0.0911 -1.0416
H 3.0603 -1.3429 -0.0734
H 3.9052 -0.9292 -2.8622
H 2.8639 -2.3277 -2.7472
H 5.5151 -5.1393 -0.1613
H 6.5174 -3.7118 -0.5490
H 5.2458 -3.5777 0.6686
H -0.3626 -3.5019 -1.4819
H 1.4000 -3.7144 -1.2627
Cl -2.8724 -6.2594 3.4599
C -3.8794 -5.4412 2.3156
C -3.6579 -4.1139 1.9791
Cl -2.3368 -3.2211 2.6756
C -4.4882 -3.4615 1.0828
C -5.5466 -4.1460 0.5076
C -5.7655 -5.4775 0.8332
C -4.9376 -6.1231 1.7372
H -4.3044 -2.4261 0.8392
H -6.2002 -3.6476 -0.1915
H -6.5889 -6.0164 0.3857
H -5.1112 -7.1570 2.0003
Cl 1.4993 3.2388 -0.5963
C -0.0672 3.9506 -0.8005
C -1.2428 3.2163 -0.7291
Cl -1.2514 1.5111 -0.3989
C -2.4649 3.8466 -0.9114
C -2.5161 5.2081 -1.1494
C -1.3437 5.9431 -1.1993
C -0.1243 5.3127 -1.0308
H -3.3754 3.2660 -0.8586
H -3.4727 5.6930 -1.2852
H -1.3761 7.0105 -1.3691
H 0.7918 5.8860 -1.0661
Cl -0.7731 3.9112 -3.8853
C 0.2707 4.2799 -5.2135
C 0.5345 5.5947 -5.5719
Cl -0.1652 6.9157 -4.7012
C 1.3730 5.8666 -6.6431
C 1.9494 4.8281 -7.3539
C 1.6896 3.5127 -6.9936
C 0.8520 3.2405 -5.9255
H 1.5702 6.8937 -6.9157
H 2.6000 5.0467 -8.1893
H 2.1375 2.6981 -7.5460
H 0.6410 2.2195 -5.6396
Cl 6.6709 4.5075 0.5817
C 7.1229 3.6657 -0.8578
C 6.1640 3.1786 -1.7364
Cl 4.4741 3.4123 -1.4264
C 6.5558 2.5023 -2.8822
C 7.9001 2.3107 -3.1515
C 8.8585 2.7987 -2.2739
C 8.4699 3.4746 -1.1301
H 5.8045 2.1344 -3.5660
H 8.1984 1.7843 -4.0476
H 9.9101 2.6560 -2.4809
H 9.2097 3.8590 -0.4423
Cl -3.8495 6.8001 3.6539
C -2.3860 7.6885 3.4120
C -1.2917 7.1128 2.7807
Cl -1.3478 5.4858 2.1994
C -0.1286 7.8477 2.6015
C -0.0580 9.1551 3.0513
C -1.1528 9.7319 3.6803
C -2.3138 8.9995 3.8600
H 0.7186 7.3894 2.1103
H 0.8517 9.7224 2.9108
H -1.1039 10.7531 4.0320
H -3.1706 9.4411 4.3489
Cl -6.7494 -1.0867 0.7576
C -7.0482 -0.2936 2.2680
C -8.2663 -0.4341 2.9185
Cl -9.5274 -1.4110 2.2565
C -8.4806 0.2174 4.1246
C -7.4832 1.0022 4.6776
C -6.2642 1.1379 4.0275
C -6.0477 0.4901 2.8235
H -9.4318 0.1060 4.6254
H -7.6591 1.5085 5.6166
H -5.4824 1.7498 4.4561
H -5.1029 0.5929 2.3077
```

charge: +1
highest occupied orbital energy: -10.58 eV
2S+1: 1

=====

Number 1: energy -6188.74688 Ha. Number 2: energy -531.02128 Ha. Number 3: energy -307.20953 Ha. Number 4: energy -817.94831 Ha. Number 5: energy -366.22987 Ha. Number 6: energy -563.32113 Ha. Number 7: energy -1039.43543 Ha. Number 8: energy -2820.18822 Ha. Number 9: energy -4501.64544 Ha. Number 10: energy -434.02651 Ha. Number 11: energy -7755.12522 Ha.